(1)
DFT (ωB97M-V/def2-TZVPD) results for a structure of composition CInO3 at a distorted geometry.

Summary:
* 2S+1: 1
* LUMO energy (spin up / spin down): -22.0 / -22.4 eV
* E_HOMO (spin up / spin down): -31.710 / -28.724 eV
* charge: +3

Structure (XYZ):
```
5
Properties=species:S:1:pos:R:3:forces:R:3
O -0.579757 0.313353 0.287843 2.59 2.45 -1.85
In -1.967439 -0.768501 1.172161 -3.78 -2.42 2.52
C 0.669695 0.386339 -0.126834 -0.60 -1.75 -1.96
O 1.801417 0.025143 -0.097927 3.90 0.69 2.15
O 0.076085 0.043666 -1.235243 -2.11 1.03 -0.86
```
Forces are in eV/Å.

(2)
DFT (ωB97M-V/def2-TZVPD) results for a cluster of 2 separate species, C3H4N2O in total.

Summary:
* 2S+1: 1
* LUMO energy (spin up / spin down): 0.5 / 0.5 eV
* E_HOMO (spin up / spin down): -8.921 / -8.921 eV
* SMILES string: NC#[N+][O-].C#C

Structure (XYZ):
```
10
Properties=species:S:1:pos:R:3:forces:R:3
N 0.641502 0.265013 -1.878683 -0.09 -0.05 -0.02
C 0.617865 0.325608 -0.532012 0.40 0.24 0.53
N 1.197541 0.688228 0.466065 -0.39 -0.24 -0.60
O 1.088188 0.698763 1.685836 0.00 -0.01 -0.07
C -0.956841 -0.398945 1.734314 -0.12 -0.08 -0.46
C -1.195687 -0.580588 0.552564 0.01 0.03 0.53
H 0.737579 -0.659650 -2.277627 0.00 0.12 0.06
H -0.036280 0.841752 -2.359352 0.09 -0.06 0.07
H -0.855921 -0.299057 2.791230 -0.01 -0.01 -0.16
H -1.701616 -0.886316 -0.338890 0.11 0.05 0.12
```
Forces are in eV/Å.

(3)
DFT (ωB97M-V/def2-TZVPD) results for the ion C5H6BrN4O2 with charge +1 at a distorted geometry.

Summary:
* 2S+1: 1
* LUMO energy (spin up / spin down): -8.1 / -8.1 eV
* E_HOMO (spin up / spin down): -13.351 / -13.353 eV
* charge: +1

Structure (XYZ):
```
18
Properties=species:S:1:pos:R:3:forces:R:3
C 2.203856 -0.192874 -0.250511 1.45 -1.71 -0.18
C -1.668945 -0.121435 1.380821 -0.81 -0.80 -0.23
C -1.412601 -0.818009 -0.994114 1.07 0.79 -0.53
C 0.082513 1.034802 -0.170574 0.64 -0.11 -0.43
C -0.576795 0.858042 1.152594 1.24 0.76 0.88
N 1.622612 -1.281037 -0.475189 -0.99 -0.09 0.52
N -2.012663 -0.833802 0.264173 -0.23 0.02 0.60
N -0.420131 0.131019 -1.144575 -1.07 0.36 -0.44
N 1.544754 0.976053 -0.114247 -1.13 1.45 0.37
O -2.161765 -0.267229 2.466024 0.03 0.15 0.15
O -1.733597 -1.551306 -1.875539 -0.32 -0.37 -0.06
Br -0.014046 1.782371 2.617901 -0.40 -0.62 -1.16
H 3.287430 -0.066822 -0.157680 0.00 0.07 -0.10
H -0.150207 2.075421 -0.484993 -0.17 -0.05 0.35
H 2.096189 -2.161637 -0.588591 0.71 0.24 0.09
H -2.741839 -1.535650 0.380363 0.12 0.10 0.01
H -0.003859 0.145258 -2.069198 -0.02 -0.03 0.28
H 2.059093 1.826834 0.063336 -0.13 -0.16 -0.11
```
Forces are in eV/Å.

(4)
DFT (ωB97M-V/def2-TZVPD) results for a cluster of 2 separate species, C6H15Cl2NSi in total at a distorted geometry.

Summary:
* 2S+1: 1
* LUMO energy (spin up / spin down): -0.2 / -0.1 eV
* E_HOMO (spin up / spin down): -8.483 / -7.255 eV

Structure (XYZ):
```
25
Properties=species:S:1:pos:R:3:forces:R:3
C -0.628385 1.865581 1.628750 0.13 -0.35 0.19
C 1.218755 -2.088501 1.042485 0.10 0.38 0.22
C -2.105393 0.401063 -2.654109 0.01 0.04 0.10
C 0.060319 0.539866 1.925009 -0.40 0.07 -0.05
C 1.992353 -0.802184 1.364621 0.16 -0.54 -0.18
C -1.102195 -0.416581 -1.840886 0.21 0.30 -0.26
N 1.300173 0.437757 1.221087 -0.23 0.60 -1.68
Si 0.580222 0.455482 -1.603555 -0.47 -0.80 2.43
Cl 0.580751 2.394815 -2.142726 -0.06 0.55 -0.27
Cl 2.078366 -0.524515 -2.542433 0.38 -0.25 -0.33
H -1.528599 1.965761 2.230955 -0.12 0.07 0.00
H 0.042978 2.688050 1.851460 0.08 0.15 -0.01
H -0.894809 1.916884 0.576007 -0.10 0.07 -0.16
H 0.762601 -1.995196 0.058438 -0.08 -0.09 -0.15
H 1.897799 -2.934827 1.038293 0.07 -0.17 -0.03
H 0.439230 -2.280480 1.776855 -0.09 -0.06 -0.01
H -2.370136 1.321143 -2.136668 -0.01 0.09 -0.04
H -1.705714 0.660898 -3.629237 -0.01 0.08 -0.15
H -3.016431 -0.173282 -2.800687 -0.13 -0.03 -0.05
H 0.287051 0.493255 3.003973 0.02 -0.10 -0.03
H -0.637898 -0.287358 1.716429 0.05 0.01 0.09
H 2.347765 -0.870653 2.406875 0.04 0.07 -0.04
H 2.876567 -0.745349 0.721883 0.00 -0.08 0.15
H -0.931912 -1.372661 -2.340943 0.24 -0.02 0.07
H -1.543456 -0.648967 -0.871875 0.21 0.02 0.20
```
Forces are in eV/Å.

(5)
DFT (ωB97M-V/def2-TZVPD) results for the molecule C5H11NO at a distorted geometry.

Summary:
* 2S+1: 1
* LUMO energy: 0.8 eV
* E_HOMO: -9.519 eV
* SMILES string: CCCC(=O)NC

Structure (XYZ):
```
18
Properties=species:S:1:pos:R:3:forces:R:3
C 1.942007 -0.289943 -1.195974 -1.16 0.98 -0.61
C 1.253831 -0.616688 0.144884 0.40 0.90 -0.78
C 0.618650 0.625637 0.795221 -1.01 -0.36 -1.04
C -0.531796 1.243382 -0.021921 0.73 -0.25 0.70
N -1.729524 0.585812 -0.004580 -0.37 -0.25 -0.80
C -2.123504 -0.656985 0.609636 -1.17 -0.24 0.33
O -0.427124 2.305965 -0.597665 0.16 0.05 -0.42
H 2.836467 -0.872881 -1.381193 0.16 0.15 0.02
H 1.280858 -0.379088 -2.069833 -0.09 -0.70 0.26
H 2.080386 0.796594 -1.285030 0.85 -0.19 0.42
H 2.055336 -0.935049 0.810096 -0.37 -0.49 0.23
H 0.481343 -1.357086 -0.027040 0.15 -0.51 0.34
H 0.112825 0.289277 1.694025 0.58 0.32 0.72
H 1.381861 1.390887 0.896898 -0.17 0.10 0.52
H -2.308639 0.867965 -0.787137 -0.06 0.24 0.36
H -2.311664 -1.475181 -0.090575 0.74 -0.06 -0.16
H -1.496142 -0.953476 1.434096 0.52 -0.17 -0.10
H -3.115172 -0.569139 1.076088 0.11 0.48 0.00
```
Forces are in eV/Å.

(6)
DFT (ωB97M-V/def2-TZVPD) results for the molecule C3H6N2S3 at a distorted geometry.

Summary:
* 2S+1: 1
* LUMO energy (spin up / spin down): -0.6 / -0.3 eV
* E_HOMO (spin up / spin down): -7.945 / -8.070 eV
* SMILES string: [S-][N+]1=CCN(S)[C@@H]1S

Structure (XYZ):
```
14
Properties=species:S:1:pos:R:3:forces:R:3
C -0.492876 -1.489642 0.229991 -2.77 5.60 -3.00
C 0.897743 -0.975077 0.272677 -0.38 0.63 -0.41
C -0.542944 0.822320 -0.249769 1.07 -0.88 1.40
N 0.829972 0.441793 -0.181601 0.61 -1.49 1.02
N -1.324134 -0.406176 -0.260314 3.26 -4.04 1.34
S -2.837943 -0.363638 -0.855707 -0.84 -0.32 -0.02
S -1.029254 1.743645 1.282333 -0.25 0.72 -0.05
S 1.946876 0.868582 -1.424639 -0.85 -0.08 0.13
H -0.998009 -2.398269 0.290887 -0.19 -1.51 0.27
H 1.242046 -1.124958 1.256620 0.79 0.42 1.63
H 1.645051 -1.445337 -0.328402 0.18 -0.92 -0.73
H -0.637044 1.270566 -1.201864 -1.02 1.50 -0.49
H -0.589741 0.894637 2.271883 -0.01 0.13 -1.10
H 1.890260 2.161553 -1.102092 0.40 0.22 0.00
```
Forces are in eV/Å.

(7)
DFT (ωB97M-V/def2-TZVPD) results for the molecule C4H9NO at a distorted geometry.

Summary:
* 2S+1: 1
* LUMO energy: 0.8 eV
* E_HOMO: -9.398 eV
* SMILES string: CCN(C)C=O

Structure (XYZ):
```
15
Properties=species:S:1:pos:R:3:forces:R:3
C -1.837104 -0.684739 0.023210 2.28 -1.05 2.13
C -0.302115 -0.792888 -0.113503 -3.03 0.21 -3.87
C 1.843196 0.055265 -0.027726 -0.01 1.10 -1.72
C -0.019813 1.706510 0.052497 0.56 -0.01 -0.31
H -2.384003 -0.166507 -0.656004 -1.11 1.43 -2.57
H -2.085953 -1.732445 0.007169 -0.89 -0.29 0.41
H -2.052287 -0.168177 0.962548 -0.13 -0.55 0.21
H -0.058468 -1.348258 -1.125182 -0.38 0.42 2.21
H -0.037779 -1.284396 0.772028 0.91 -1.30 0.95
H 1.789245 -0.993374 -0.146029 0.55 -1.03 -0.38
H 2.601578 0.450042 -0.773051 -1.39 -0.10 0.50
H 2.290182 0.184031 0.915826 0.13 0.65 1.59
H 0.943769 2.073345 0.429543 -0.32 2.13 0.18
N 0.396171 0.437349 -0.168249 1.76 -0.77 0.13
O -1.086615 2.264239 -0.153077 1.06 -0.84 0.53
```
Forces are in eV/Å.

(8)
DFT (ωB97M-V/def2-TZVPD) results for a cluster of 2 separate species, C4H14NO2 in total at a distorted geometry.

Summary:
* 2S+1: 1
* LUMO energy: -2.9 eV
* E_HOMO: -14.148 eV
* charge: +1

Structure (XYZ):
```
21
Properties=species:S:1:pos:R:3:forces:R:3
O -1.175521 1.416271 1.533744 -0.27 0.61 -0.18
C -0.614193 1.378977 0.255344 0.07 -0.33 -2.31
C 0.665924 0.531031 0.373190 -1.63 -0.52 0.03
N 0.204927 -0.974991 0.243797 2.68 1.32 0.29
C 1.405754 -1.806348 0.535312 0.02 -2.05 1.24
C 1.722589 0.882792 -0.617445 0.16 1.97 -2.50
H -1.566810 2.275262 1.721265 -0.09 -0.01 0.03
H -0.411211 2.241386 -0.411113 0.57 1.04 1.94
H -1.317256 1.050390 -0.563462 0.16 -1.28 1.16
H 0.958264 0.550898 1.419401 0.31 0.32 -0.04
H -0.417771 -1.105355 1.039566 -0.69 -0.14 -0.63
H -0.195130 -1.123349 -0.686299 -0.70 -0.23 0.33
H 1.181748 -2.889884 0.537192 -0.31 0.53 -0.57
H 1.630361 -1.677265 1.602593 0.26 0.51 -0.38
H 2.299725 -1.668044 -0.076513 -0.55 0.51 -0.04
H 2.595357 1.498508 -0.380235 0.20 -0.96 1.19
H 1.994767 0.134687 -1.346378 0.35 -0.66 0.27
H 1.356910 1.665802 -1.323635 -0.67 -0.58 0.30
H -1.615979 -1.189934 -2.687212 -0.15 0.01 -0.11
H -2.752581 -1.460019 -1.709929 -0.57 -0.26 0.08
O -1.885242 -1.071988 -1.770032 0.84 0.18 -0.12
```
Forces are in eV/Å.

Energy above the lowest of the compared OMol25 structures with the same formula, charge and spin values (in kcal per mole) by entry order: 29.6; 143.9; 72.7; 34.7; 17.7; 86.8; 53.2; 48.3.
DFT total energy values (in Ha) by entry order: -452.05240; -301.25787; -3137.32743; -1502.24866; -327.10314; -1421.86016; -287.74766; -365.75373.
Molar mass values (in g/mol) by entry order: 174.83; 84.08; 234.03; 200.19; 101.15; 166.30; 87.12; 108.16.